1.
{"formula": "C22H23Br2", "method": "ωB97M-V/def2-TZVPD", "symbols": ["C", "C", "C", "C", "C", "C", "C", "H", "H", "H", "H", "H", "H", "H", "H", "H", "H", "H", "H", "Br", "C", "C", "C", "C", "C", "C", "C", "C", "C", "C", "C", "Br", "C", "C", "C", "C", "H", "H", "H", "H", "H", "H", "H", "H", "H", "H", "H"], "xyz": [[1.56894, -4.42201, 1.50375], [2.39682, -3.15199, 1.27071], [1.90574, -1.92772, 2.08080], [0.39800, -1.74674, 2.06033], [-0.18781, -0.55453, 1.84209], [-0.42344, -3.00136, 2.29111], [0.05179, -4.20749, 1.44914], [1.85687, -5.18229, 0.76587], [1.82795, -4.83235, 2.48934], [3.44681, -3.36171, 1.51255], [2.38455, -2.89087, 0.20460], [2.25538, -2.06770, 3.12074], [2.40022, -1.02180, 1.70544], [-1.25435, -0.44414, 2.03857], [0.43744, 0.30249, 1.58867], [-0.36413, -3.30103, 3.35206], [-1.48117, -2.80218, 2.07653], [-0.26421, -4.05548, 0.40886], [-0.45344, -5.12217, 1.78521], [3.15537, 1.32359, -6.79093], [2.13512, 1.01473, -5.23308], [1.72449, -0.28933, -4.90342], [0.96817, -0.51017, -3.75971], [0.59349, 0.56434, -2.91099], [-0.16649, 0.31555, -1.72977], [-0.48045, 1.31369, -0.81919], [-1.43522, 1.12880, 0.17574], [-1.95147, 2.25091, 0.92253], [-3.31794, 2.29991, 1.29558], [-3.84923, 3.43271, 1.90070], [-3.01744, 4.52657, 2.19520], [-3.72640, 6.02008, 3.11073], [-1.64939, 4.47783, 1.88154], [-1.11917, 3.35424, 1.24654], [0.98558, 1.88179, -3.28730], [1.74679, 2.09950, -4.43087], [2.02042, -1.11985, -5.53268], [0.66522, -1.51924, -3.47853], [-0.56903, -0.68963, -1.56556], [0.00703, 2.28967, -0.90720], [-2.04288, 0.22444, 0.12233], [-3.95478, 1.44956, 1.04525], [-4.90205, 3.46912, 2.15360], [-1.01044, 5.31756, 2.13369], [-0.06072, 3.32475, 0.97934], [0.69641, 2.73323, -2.67064], [2.05306, 3.10673, -4.68926]], "homo_lumo_gap_ev": 5.942, "charge": 1}



2.
{"formula": "C22H23Cl2F7O21", "method": "ωB97M-V/def2-TZVPD", "symbols": ["C", "Cl", "Cl", "H", "H", "C", "C", "O", "C", "O", "O", "F", "H", "H", "H", "C", "C", "O", "C", "O", "O", "F", "H", "H", "H", "C", "C", "O", "C", "O", "O", "F", "H", "H", "H", "C", "C", "O", "C", "O", "O", "F", "H", "H", "H", "C", "C", "O", "C", "O", "O", "F", "H", "H", "H", "C", "C", "O", "C", "O", "O", "F", "H", "H", "H", "C", "C", "O", "C", "O", "O", "F", "H", "H", "H"], "xyz": [[0.32165, 0.27663, 0.28685], [2.12651, 0.17539, 0.02389], [-0.57072, 0.92671, -1.25501], [-0.05352, -0.74508, 0.22825], [0.03593, 0.90950, 1.12705], [-4.42389, 1.43179, 1.14045], [-3.93543, 2.73019, 0.48837], [-2.73104, 2.83820, 1.29551], [-2.28108, 1.66973, 1.58681], [-1.17932, 1.33672, 2.09838], [-3.15197, 0.74486, 1.26063], [-4.78322, 3.78883, 0.75459], [-5.28033, 0.96531, 0.65362], [-4.87833, 1.75014, 2.07867], [-3.75409, 2.72841, -0.58643], [0.84270, -3.92565, 1.21708], [1.32769, -2.60781, 1.72549], [1.47458, -1.77200, 0.60848], [1.22066, -2.39448, -0.48150], [1.35506, -2.04465, -1.63046], [0.70541, -3.61529, -0.13092], [2.51769, -2.80657, 2.39452], [-0.08151, -4.26686, 1.68345], [1.60004, -4.70923, 1.24073], [0.71282, -2.07630, 2.45180], [2.55547, 2.75905, -0.29288], [3.47313, 2.05524, 0.70049], [2.90446, 2.26881, 2.01181], [1.72772, 2.91629, 1.95353], [1.04266, 3.20538, 2.93353], [1.49758, 3.15201, 0.63451], [4.69224, 2.63850, 0.62391], [2.08258, 2.03934, -0.96109], [2.99590, 3.54792, -0.90262], [3.55360, 0.97333, 0.59508], [-1.10545, -0.32666, -2.72652], [-2.49584, 0.35587, -2.62470], [-2.86477, 0.13975, -3.95370], [-2.17728, -0.72522, -4.64690], [-2.40882, -1.04623, -5.83241], [-1.18878, -1.21144, -3.84579], [-2.50191, 1.63096, -2.37173], [-0.91972, -0.88414, -1.80847], [-0.34096, 0.44578, -2.81001], [-3.18431, -0.13308, -1.93547], [1.95465, 0.51969, 2.71558], [1.88280, -0.05745, 4.14619], [3.23338, -0.46140, 4.37486], [4.00178, -0.23838, 3.36384], [5.11665, -0.68867, 3.26085], [3.31208, 0.61571, 2.46300], [1.05777, -1.16524, 3.99639], [1.68836, 1.57540, 2.76730], [1.48035, -0.01328, 1.89151], [1.60423, 0.64384, 4.93275], [3.52059, 0.26160, -2.69725], [2.12090, -0.34586, -2.45824], [2.05092, -1.23918, -3.58345], [3.15080, -0.96192, -4.36732], [3.68277, -1.70275, -5.27225], [3.65293, 0.22212, -4.04617], [1.28774, 0.61995, -2.46124], [4.36459, -0.24730, -2.23163], [3.48825, 1.34414, -2.57419], [2.13994, -0.85042, -1.49223], [-4.37322, -1.61358, 1.13849], [-4.69432, -1.17698, -0.27028], [-3.49845, -1.25475, -1.06140], [-2.48579, -1.21591, -0.21350], [-1.29277, -1.15794, -0.51783], [-3.02828, -1.16744, 1.06497], [-5.16442, 0.01109, -0.36875], [-4.35292, -2.66310, 1.43206], [-4.89912, -0.91140, 1.78538], [-5.47598, -1.79049, -0.71831]], "homo_lumo_gap_ev": 8.621, "charge": 0}



3.
{"formula": "C22H23FN4O", "method": "ωB97M-V/def2-TZVPD", "symbols": ["C", "H", "O", "C", "C", "N", "C", "N", "C", "N", "C", "H", "H", "C", "N", "C", "C", "C", "C", "C", "C", "H", "H", "H", "H", "F", "C", "H", "C", "H", "H", "H", "H", "H", "C", "H", "C", "C", "C", "C", "C", "C", "H", "H", "H", "H", "H", "H", "H", "H", "H"], "xyz": [[-0.84356, -3.92518, -0.78159], [-0.81379, -3.07046, -0.09572], [-0.87172, -3.51595, -2.12718], [0.24985, -2.75074, -2.49829], [0.25468, -1.35658, -1.92093], [1.44796, -0.81916, -1.68334], [1.45759, 0.42417, -1.21633], [0.38217, 1.14267, -0.92725], [-0.82411, 0.59536, -1.11143], [-1.89264, 1.36066, -0.77104], [-3.22162, 0.83268, -0.56915], [-3.24736, -0.21735, -0.85170], [-3.93030, 1.37864, -1.20365], [-3.61510, 0.98409, 0.92603], [-2.42533, 1.17216, 1.73327], [-1.57547, 0.08727, 1.94111], [-2.06802, -1.16742, 2.32880], [-1.25736, -2.25924, 2.55661], [0.11496, -2.14007, 2.42788], [0.64331, -0.90815, 2.08831], [-0.17982, 0.17684, 1.85828], [0.28767, 1.10299, 1.57027], [1.71059, -0.78371, 1.98298], [0.75387, -2.99191, 2.59677], [-1.71942, -3.19167, 2.84148], [-3.40366, -1.36326, 2.51107], [-1.86533, 2.47078, 1.42156], [-2.57163, 3.22094, 1.79334], [-1.68563, 2.63226, -0.11391], [-0.68461, 2.97776, -0.36393], [-2.42228, 3.33727, -0.51174], [-0.92888, 2.61068, 1.95634], [-4.24035, 1.86961, 1.06823], [-4.18711, 0.12105, 1.25265], [-0.92739, -0.69113, -1.66823], [-1.86178, -1.17242, -1.90005], [2.76479, 1.04207, -0.96694], [3.93323, 0.33642, -1.24562], [5.16662, 0.90995, -1.00385], [5.24869, 2.19127, -0.48185], [4.09045, 2.89879, -0.20205], [2.85488, 2.32925, -0.44234], [1.94645, 2.87155, -0.23114], [4.15394, 3.89806, 0.20433], [6.21401, 2.63852, -0.29378], [6.06970, 0.35880, -1.22290], [3.84847, -0.65919, -1.65159], [0.21161, -2.68062, -3.59061], [1.18614, -3.25152, -2.21488], [0.02771, -4.56147, -0.58321], [-1.75506, -4.49539, -0.61308]], "homo_lumo_gap_ev": 8.449, "smiles": "COCc1cc(N2CCN(c3ccccc3F)CC2)nc(-c2ccccc2)n1", "charge": 0}



4.
{"formula": "C22H23FN6O2", "method": "ωB97M-V/def2-TZVPD", "symbols": ["C", "C", "N", "C", "C", "C", "C", "H", "H", "C", "O", "N", "C", "H", "C", "H", "H", "C", "N", "C", "C", "C", "N", "H", "H", "N", "C", "O", "N", "C", "C", "C", "C", "C", "C", "H", "H", "H", "F", "H", "H", "H", "H", "C", "H", "H", "C", "H", "H", "H", "H", "H", "H", "H"], "xyz": [[-4.40726, -1.98802, 0.31271], [-2.93638, -2.17313, 0.12186], [-2.34089, -1.40010, -0.77598], [-1.05311, -1.56681, -1.00543], [-0.26232, -2.50230, -0.34544], [-0.88225, -3.30354, 0.61035], [-2.23234, -3.13456, 0.84703], [-2.74629, -3.74683, 1.57260], [-0.31480, -4.05556, 1.14022], [1.15917, -2.68266, -0.76578], [1.43142, -2.95037, -1.92273], [2.10970, -2.57181, 0.19857], [1.90231, -1.89886, 1.46472], [2.19497, -2.57064, 2.27931], [2.72820, -0.60221, 1.51361], [2.18942, 0.15742, 2.07678], [3.70268, -0.75853, 1.97598], [2.93693, -0.12853, 0.07222], [3.43883, 1.21709, 0.01486], [2.76398, 2.32658, -0.36715], [3.64664, 3.38506, -0.28421], [4.83425, 2.80494, 0.17450], [4.69089, 1.50729, 0.35407], [5.77243, 3.27991, 0.37986], [3.45831, 4.41281, -0.51661], [1.43302, 2.29042, -0.80255], [0.39418, 1.89877, 0.02387], [0.57402, 1.48051, 1.14421], [-0.82637, 2.00906, -0.59261], [-2.08873, 1.76059, -0.05076], [-3.18838, 1.92326, -0.88958], [-4.45418, 1.72449, -0.37988], [-4.67352, 1.37341, 0.93878], [-3.57008, 1.20560, 1.75688], [-2.28750, 1.39334, 1.27686], [-1.43812, 1.26248, 1.92468], [-3.71053, 0.92748, 2.79031], [-5.67926, 1.23429, 1.30068], [-5.51293, 1.88783, -1.20176], [-3.06960, 2.19674, -1.92680], [-0.83795, 2.28419, -1.56466], [1.22618, 2.89177, -1.58635], [1.96757, -0.11928, -0.43811], [3.88379, -1.10572, -0.63477], [4.90701, -0.88409, -0.33325], [3.80303, -0.97905, -1.71465], [3.49444, -2.54105, -0.23446], [4.10871, -2.90028, 0.59333], [3.59912, -3.22022, -1.08073], [0.84382, -1.66104, 1.57356], [-0.62134, -0.92686, -1.76457], [-4.92783, -2.93059, 0.15266], [-4.61662, -1.65288, 1.32694], [-4.77602, -1.24822, -0.39035]], "homo_lumo_gap_ev": 9.018, "smiles": "Cc1ccc(C(=O)N2CCC(n3nccc3NC(=O)Nc3cccc(F)c3)CC2)cn1", "charge": 0}



no.,LUMO level (eV),electronic energy (a.u.),highest occupied orbital energy (eV)
1,-5.72,-5999.84887,-11.66
2,-0.63,-4050.63057,-9.25
3,0.49,-1246.26915,-7.96
4,0.38,-1431.08400,-8.64